Record 1
This record from the OMol25 dataset describes a 2-piece molecular cluster, C3H10N5S2 overall. The level of theory is ωB97M-V with the def2-TZVPD basis set.

Calculated values
- total energy (a.u.) = -1190.217656
- charge = +1
- relative energy (zero: lowest compared OMol25 entry of this formula, charge and spin) (kcal per mole) = 3.3
- LUMO (eV) = -4.3
- HOMO-LUMO gap (eV) = 8.14
- HOMO level (eV) = -12.45

The geometry in XYZ format:
```
20
C3H10N5S2 | the OMol25 dataset | ωB97M-V with the def2-TZVPD basis set
C -2.105 0.993 0.253
C 0.273 1.065 0.385
C 0.309 0.333 -1.003
N -0.902 1.340 0.883
N 1.349 1.212 1.093
N 0.871 1.085 -2.044
N 0.912 -0.857 -0.843
N -0.293 -2.501 0.912
S -3.555 1.215 0.902
S -1.711 0.348 -1.333
H -0.958 1.635 1.898
H 1.487 1.600 1.995
H 2.314 0.954 0.728
H 1.609 0.502 -2.609
H 0.511 1.918 -2.501
H 0.324 -1.544 -0.269
H 0.957 -1.308 -1.766
H -0.820 -3.137 0.430
H -0.857 -1.873 1.368
H 0.285 -2.979 1.521
```


Record 2
This record from the OMol25 dataset describes C3H2FMgNaO2 as an isolated structure. The level of theory is ωB97M-V with the def2-TZVPD basis set.

Calculated values
- total energy (a.u.) = -727.419206
- charge = +2
- relative energy (zero: lowest compared OMol25 entry of this formula, charge and spin) (kcal per mole) = 139.3
- LUMO (spin up / spin down) (eV) = -11.3 / -11.4
- HOMO-LUMO gap (spin up / spin down) (eV) = 4.08 / 4.16
- HOMO level (spin up / spin down) (eV) = -15.37 / -15.60

The geometry in XYZ format:
```
10
C3H2FMgNaO2 | the OMol25 dataset | ωB97M-V with the def2-TZVPD basis set
O -1.024 0.261 0.305
C -0.131 -0.493 0.832
O 0.447 0.046 1.842
Na -1.108 1.736 2.606
Mg 2.493 -0.882 1.809
C -0.705 -0.083 -1.457
C 0.576 -0.603 -1.219
H -0.730 0.715 -2.209
H -1.425 -0.906 -1.557
F 1.607 0.208 -0.952
```


Record 3
This record from the OMol25 dataset describes C2H4N2O2 as an isolated structure. The level of theory is ωB97M-V with the def2-TZVPD basis set.

Calculated values
- total energy (a.u.) = -338.337563
- relative energy (zero: lowest compared OMol25 entry of this formula, charge and spin) (kcal per mole) = 198.1
- LUMO (eV) = 0.3
- HOMO-LUMO gap (eV) = 8.69
- HOMO level (eV) = -8.36

The geometry in XYZ format:
```
10
C2H4N2O2 | the OMol25 dataset | ωB97M-V with the def2-TZVPD basis set
C -0.588 0.454 -0.452
C -0.420 0.076 0.930
O 0.200 -1.202 -0.983
O 0.194 1.408 -1.017
N 1.550 -1.294 -0.368
N 0.589 -1.495 0.493
H 1.097 1.282 -0.670
H -1.562 0.406 -0.926
H -1.310 -0.290 1.435
H 0.251 0.656 1.557
```


Record 4
This record from the OMol25 dataset describes a 2-piece molecular cluster, C4H12P2 overall. The level of theory is ωB97M-V with the def2-TZVPD basis set.

Calculated values
- total energy (a.u.) = -842.119405
- structure (SMILES) = CPC#[PH2].CC
- relative energy (zero: lowest compared OMol25 entry of this formula, charge and spin) (kcal per mole) = 103.3
- LUMO (eV) = -0.5
- HOMO-LUMO gap (eV) = 8.11
- HOMO level (eV) = -8.65

The geometry in XYZ format:
```
18
C4H12P2 | the OMol25 dataset | ωB97M-V with the def2-TZVPD basis set
C 0.482 -2.201 0.496
C 1.902 1.677 -1.269
C -1.014 -1.940 0.203
C -0.943 1.559 -0.668
P -2.304 1.760 0.426
P 0.456 2.315 -0.314
H 0.747 -1.544 1.427
H 1.096 -1.686 -0.186
H 0.780 -3.308 0.448
H 2.473 0.818 -0.811
H 2.608 2.392 -1.279
H 1.595 1.190 -2.186
H -1.336 -0.896 0.602
H -1.155 -1.911 -0.897
H -1.487 -2.746 0.888
H -3.045 0.580 0.439
H -1.900 1.551 1.686
H 1.044 2.388 0.995
```


Record 5
This record from the OMol25 dataset describes a 2-piece molecular cluster, C9H22BO6S overall. The level of theory is ωB97M-V with the def2-TZVPD basis set.

Calculated values
- total energy (a.u.) = -1230.405722
- charge = +1
- LUMO (eV) = -4.4
- HOMO-LUMO gap (eV) = 8.65
- HOMO level (eV) = -13.10

The geometry in XYZ format:
```
39
C9H22BO6S | the OMol25 dataset | ωB97M-V with the def2-TZVPD basis set
C -1.014 -2.627 4.323
C -0.436 -1.452 5.119
C -1.371 -0.248 5.238
C -1.922 0.286 3.943
O -0.852 0.926 3.129
S -0.135 0.017 2.026
B 0.652 1.569 1.055
O 1.822 2.066 1.451
O -0.102 2.075 0.100
C -1.243 1.463 -0.535
H -0.716 -3.583 4.749
H -2.106 -2.612 4.324
H -0.691 -2.641 3.280
H 0.525 -1.130 4.703
H -0.191 -1.777 6.130
H -0.877 0.572 5.762
H -2.241 -0.520 5.844
H -2.621 1.103 4.101
H -2.394 -0.476 3.321
H 0.985 -0.399 2.665
H 2.308 1.699 2.190
H -1.039 0.422 -0.778
H -1.410 2.010 -1.457
H -2.117 1.561 0.108
C 0.062 -0.295 -6.805
C 1.217 -1.010 -6.145
O 2.005 -0.105 -5.333
C 1.517 0.175 -4.141
O 0.524 -0.291 -3.631
O 2.341 1.041 -3.533
C 1.922 1.376 -2.215
H 0.421 0.546 -7.398
H -0.456 -0.986 -7.470
H -0.650 0.066 -6.064
H 1.928 -1.383 -6.877
H 0.880 -1.835 -5.518
H 1.794 0.469 -1.621
H 0.983 1.924 -2.249
H 2.700 2.004 -1.792
```


Record 6
This record from the OMol25 dataset describes C20H24N2O4P2Pb as an isolated structure. The level of theory is ωB97M-V with the def2-TZVPD basis set.

Calculated values
- total energy (a.u.) = -2061.772701
- charge = +2
- relative energy (zero: lowest compared OMol25 entry of this formula, charge and spin) (kcal per mole) = 0.0
- LUMO (eV) = -9.7
- HOMO-LUMO gap (eV) = 4.32
- HOMO level (eV) = -14.04

The geometry in XYZ format:
```
53
C20H24N2O4P2Pb | the OMol25 dataset | ωB97M-V with the def2-TZVPD basis set
C -3.819 -1.388 -3.300
C -2.850 -0.419 -3.081
C -3.177 0.710 -2.261
C -4.495 0.832 -1.697
C -5.434 -0.205 -1.935
C -5.093 -1.294 -2.715
C -4.740 1.924 -0.862
C -3.781 2.918 -0.650
C -2.487 2.739 -1.257
C -1.456 3.712 -1.060
C -1.705 4.787 -0.219
C -2.948 4.939 0.422
C -3.974 4.036 0.206
H -3.566 -2.235 -3.941
H -6.407 -0.129 -1.448
H -5.807 -2.098 -2.891
H -5.705 2.000 -0.367
H -0.909 5.518 -0.069
H -3.085 5.788 1.092
H -4.938 4.136 0.711
N -2.201 1.580 -1.899
Pb -0.715 0.023 0.189
C -1.436 -0.588 -3.594
H -1.028 0.374 -3.943
H -1.397 -1.330 -4.406
C -0.097 3.488 -1.687
H -0.198 3.140 -2.726
H 0.509 4.404 -1.661
P -0.270 -1.245 -2.281
P 0.874 2.189 -0.771
C 1.411 3.169 0.676
H 2.055 2.546 1.311
H 1.974 4.055 0.347
H 0.549 3.501 1.268
C 2.418 2.135 -1.750
H 2.859 3.138 -1.865
H 3.137 1.482 -1.233
H 2.198 1.717 -2.743
C -0.917 -2.952 -2.171
H -0.901 -3.412 -3.167
H -0.252 -3.518 -1.501
H -1.946 -2.970 -1.784
C 1.234 -1.519 -3.266
H 1.986 -1.998 -2.625
H 1.026 -2.173 -4.120
H 1.607 -0.553 -3.628
C 0.081 0.544 2.985
O 0.646 0.399 3.967
H -2.440 0.391 0.864
O 1.227 -2.309 2.120
N 1.863 -1.260 2.136
O 2.952 -1.047 2.663
O 1.338 -0.172 1.379
```